1.
The following is a quantum chemistry calculation of a 2-piece molecular cluster, C3H5NO2 overall, from the Open Molecules 2025 dataset.

Calculated values
E_HOMO (alpha / beta) = -7.34 / -7.34 eV
E_LUMO (alpha / beta) = 0.59 / 0.59 eV
ΔE to the lowest compared entry with this formula, charge and spin = 447.9 kJ/mol

CARTESIAN COORDINATES (ANGSTROEM)
C -1.783919 0.627353 -0.021411
C -0.208905 -1.149152 -0.260020
O 0.344172 -2.208991 -0.421418
C 0.708341 0.080793 0.074174
O 0.070104 1.119953 0.235669
N 2.009896 -0.089071 0.153040
H -2.185422 -0.021476 0.744008
H -1.899211 1.688961 0.189058
H -2.037651 0.345121 -1.033098
H 2.316283 -1.041318 -0.020591
H 2.666307 0.647830 0.360587

Atoms 1-2, force components in eV/Å:
-0.458 0.117 -0.016
0.443 -0.402 -0.031

***

2.
The following is a quantum chemistry calculation of one molecule with the formula C3H5NO2 in a non-equilibrium geometry, from the Open Molecules 2025 dataset.

Calculated values
E_HOMO (alpha / beta) = -9.20 / -9.19 eV
E_LUMO (alpha / beta) = -0.16 / -0.16 eV
ΔE to the lowest compared entry with this formula, charge and spin = 311.0 kJ/mol
SMILES string = C=[N+]([O-])C(C)=O

CARTESIAN COORDINATES (ANGSTROEM)
C 1.616714 -1.097012 -0.112564
N 0.909058 -0.025081 0.091199
O 1.300113 1.148919 -0.074847
C -0.596961 -0.303579 0.036549
C -1.377165 0.958808 0.015115
O -1.010288 -1.410217 0.166591
H 2.672315 -0.999979 -0.303360
H 1.184099 -2.066740 0.056602
H -0.799197 1.744211 -0.464513
H -2.335943 0.794550 -0.464225
H -1.562745 1.256121 1.053453

Atoms 1-2, force components in eV/Å:
0.522 -0.013 0.795
-0.176 -1.824 -1.969